{
  "formula": "C2H3Cl2NS",
  "method": "ωB97M-V/def2-TZVPD",
  "lumo_energy_ha": -0.006,
  "smiles": "C/N=C(\\Cl)SCl",
  "species": ["C", "C", "N", "S", "Cl", "Cl", "H", "H", "H"],
  "coordinates": [[-0.90724, 0.51404, 0.22528], [1.24189, -0.18688, -0.08767], [-0.04179, -0.54837, 0.23532], [-2.58321, 0.15238, 0.04755], [-0.35923, 2.12582, 0.10397], [-2.39167, -1.84105, 0.03810], [1.40495, 0.22273, -1.10760], [1.90647, -1.07655, -0.09634], [1.72984, 0.63788, 0.64140]],
  "atomic_forces_ev_per_a": [[3.850, -4.884, -0.257], [4.811, 1.285, 0.708], [-4.911, 4.474, -0.067], [-0.547, 0.140, 0.350], [-0.621, 0.404, -0.044], [-0.757, -0.122, -0.066], [-0.575, 0.077, 0.364], [-0.349, 0.459, 0.423], [-0.899, -1.832, -1.411]]
}

***

{
  "formula": "C25H43F3IrO3P2S",
  "method": "ωB97M-V/def2-TZVPD",
  "multiplicity": 6,
  "lumo_energy_ha": [-0.160, -0.360],
  "total_charge": 2,
  "species": ["Ir", "C", "C", "C", "C", "C", "C", "H", "H", "H", "C", "H", "H", "H", "C", "H", "H", "H", "C", "H", "H", "H", "C", "H", "H", "H", "C", "C", "C", "C", "C", "C", "C", "C", "H", "H", "H", "H", "H", "H", "H", "H", "H", "H", "H", "H", "P", "P", "C", "C", "H", "H", "H", "H", "C", "H", "H", "H", "C", "H", "H", "H", "C", "H", "H", "H", "C", "H", "H", "H", "F", "C", "F", "F", "S", "O", "O", "O"],
  "coordinates": [[0.42923, -0.00200, -0.57042], [0.68814, 0.10952, 1.64892], [1.82759, 0.72063, 0.99815], [-0.07488, 1.92016, 0.39732], [-0.49402, 0.84819, 1.27261], [1.35835, 1.86279, 0.26388], [0.74140, -1.05241, 2.58290], [1.71478, -1.55107, 2.52005], [-0.05912, -1.76868, 2.34350], [0.58683, -0.73942, 3.62627], [-1.88181, 0.59518, 1.75703], [-1.97987, -0.45886, 2.04125], [-2.61244, 0.82319, 0.97543], [-2.10078, 1.22970, 2.62562], [-0.94936, 2.96096, -0.22362], [-0.99394, 3.85454, 0.41222], [-1.96511, 2.57346, -0.34939], [-0.55281, 3.25723, -1.20086], [2.21133, 2.85405, -0.45876], [2.50380, 3.68213, 0.20258], [1.67464, 3.30027, -1.30384], [3.12702, 2.37900, -0.82059], [3.25256, 0.28393, 1.12255], [3.72243, 0.81694, 1.95901], [3.80737, 0.50925, 0.20746], [3.30904, -0.78910, 1.31493], [-0.99813, -1.38203, -1.16692], [0.13510, -2.13261, -0.71643], [1.16251, -2.75744, -1.61535], [1.69469, -1.79822, -2.67762], [1.60812, -0.34967, -2.27478], [0.47150, 0.50238, -2.56330], [-0.72532, -0.02604, -3.30266], [-1.36936, -1.24907, -2.63058], [0.78597, -3.69115, -2.05663], [1.20482, -1.97606, -3.63964], [1.99201, -3.06377, -0.96635], [-1.10585, -2.18557, -3.14705], [-1.83998, -1.42128, -0.46140], [-0.04110, -2.62574, 0.24818], [-2.46522, -1.14274, -2.67709], [-1.48284, 0.76781, -3.38756], [0.69729, 1.56100, -2.73566], [-0.42605, -0.26579, -4.34783], [2.75307, -2.03653, -2.84550], [2.57120, 0.16997, -2.23108], [-0.69938, -1.03286, -6.33423], [-0.74979, 1.78937, -7.29038], [-0.91800, -0.87840, -8.17587], [-1.41966, 0.52411, -8.51807], [-1.61968, -1.66368, -8.49108], [0.05808, -1.08156, -8.63780], [-1.11806, 0.83346, -9.53012], [-2.51438, 0.57256, -8.45083], [-1.50937, 3.24650, -8.12086], [-1.17285, 4.15629, -7.61295], [-2.60344, 3.19510, -8.03929], [-1.22555, 3.29204, -9.18304], [0.90738, 1.96346, -8.07932], [0.81146, 1.93147, -9.17438], [1.58187, 1.16931, -7.73937], [1.33110, 2.92912, -7.77350], [-2.35088, -1.69213, -5.89123], [-2.38955, -1.94072, -4.82085], [-2.53988, -2.59577, -6.48842], [-3.11936, -0.93346, -6.09329], [0.33595, -2.54303, -6.22439], [1.33212, -2.32774, -6.64204], [-0.14660, -3.35406, -6.78859], [0.45471, -2.84593, -5.17560], [-2.93738, -5.19544, 4.13576], [-2.34684, -4.06668, 3.66405], [-2.58787, -3.05058, 4.53359], [-0.99936, -4.25974, 3.62852], [-2.94171, -3.65156, 1.93162], [-2.68830, -4.88128, 1.19762], [-4.33123, -3.26582, 2.12684], [-2.04733, -2.53800, 1.59168]],
  "atomic_forces_ev_per_a": [[-1.264, -0.305, -0.721], [-1.025, 0.982, 1.481], [0.238, 0.717, -0.183], [0.984, 0.876, 0.029], [1.063, -0.395, 1.528], [0.155, 1.287, 1.674], [-0.198, -0.224, 0.033], [-0.297, -0.006, 0.068], [0.424, 0.150, 0.183], [0.093, 0.005, -0.272], [0.072, -0.167, -0.092], [-0.121, 0.487, 0.039], [-0.002, -0.046, 0.156], [0.029, -0.138, -0.143], [-0.038, -0.249, 0.018], [0.001, -0.153, -0.099], [0.119, 0.188, -0.008], [-0.132, 0.024, 0.177], [-0.031, -0.003, -0.124], [-0.063, -0.231, -0.099], [0.178, -0.089, 0.081], [-0.072, 0.165, -0.052], [-0.246, 0.084, 0.018], [0.012, -0.128, -0.147], [-0.004, -0.016, 0.186], [0.100, 0.135, 0.005], [-0.336, -2.471, 0.545], [-2.352, -2.039, 0.103], [0.286, -0.165, 0.812], [0.526, -0.198, -0.266], [0.573, 1.635, -2.454], [2.050, -0.139, -1.908], [-0.516, 0.216, -0.031], [-0.338, 0.009, 0.025], [-0.090, 0.209, 0.017], [-0.082, 0.267, 0.184], [-0.080, -0.013, -0.147], [-0.021, 0.222, 0.183], [0.305, 0.255, -0.336], [0.450, 0.236, -0.296], [0.386, -0.156, -0.077], [0.280, -0.133, -0.042], [-0.109, -0.273, 0.130], [0.022, 0.265, 0.621], [-0.256, 0.076, -0.028], [-0.255, -0.152, 0.164], [-0.835, -1.278, -1.826], [0.107, -0.551, -2.772], [0.410, 0.429, 0.044], [-0.295, -0.166, 0.648], [0.225, 0.133, 0.086], [-0.219, 0.076, 0.090], [-0.162, -0.034, 0.349], [0.188, -0.052, -0.105], [-0.527, 0.479, 0.839], [-0.111, -0.034, -0.207], [0.276, 0.076, -0.032], [0.046, -0.197, 0.398], [0.441, -0.022, 0.802], [-0.055, 0.046, 0.394], [-0.010, 0.183, -0.154], [0.039, -0.267, -0.139], [-0.070, 0.480, 0.664], [-0.087, 0.010, -0.465], [0.099, 0.291, 0.143], [0.149, -0.254, 0.005], [0.504, 0.353, 0.426], [-0.333, -0.178, 0.140], [0.076, 0.287, 0.097], [-0.067, -0.060, -0.390], [0.629, 1.488, -0.853], [0.458, -0.558, 1.542], [0.049, -0.973, -1.253], [-1.357, 0.151, -0.219], [1.344, -0.213, 2.597], [-0.551, 0.907, -0.350], [0.425, -0.141, -0.936], [-1.204, -1.014, -0.498]]
}

***

{
  "formula": "C4H9NOS",
  "method": "ωB97M-V/def2-TZVPD",
  "lumo_energy_ha": 0.032,
  "species": ["C", "C", "C", "C", "N", "O", "S", "H", "H", "H", "H", "H", "H", "H", "H", "H"],
  "coordinates": [[-0.22853, 0.68615, -0.95826], [-0.30683, 0.54027, 1.28809], [0.81637, 0.56816, 0.12266], [1.67770, -0.75549, -0.06236], [-1.29604, -1.55462, -0.27134], [-2.80997, 0.50208, 0.08673], [-1.49761, -0.09411, -0.03646], [-0.52119, 1.66636, -0.96786], [0.09579, 0.36202, -1.93027], [-0.23973, -0.19552, 2.05640], [-0.62609, 1.57478, 1.57401], [1.39752, 1.47179, 0.25877], [1.06253, -1.53293, -0.48159], [2.08856, -0.85899, 0.94269], [2.44753, -0.47533, -0.80669], [-2.06003, -1.90463, -0.81451]],
  "atomic_forces_ev_per_a": [[0.979, 0.200, -1.088], [-0.211, -0.366, -2.143], [-0.984, -1.554, 1.257], [-0.161, 3.084, 0.289], [-0.008, -1.257, 0.508], [0.202, 0.169, -0.725], [0.749, 1.021, 1.968], [-0.736, 2.854, -0.578], [-0.429, -0.401, -0.506], [0.306, -0.151, 0.883], [0.208, -1.114, -0.064], [0.393, -0.057, -0.226], [-0.070, -0.467, 0.484], [0.356, -1.010, -0.370], [-0.070, -0.358, 0.535], [-0.524, -0.592, -0.223]]
}

***

Going through the records in order, we get relative energy (zero: lowest compared OMol25 entry of this formula, charge and spin) values of 31.0 8.0 86.5 kcal/mol.